This record from OMol25 describes a molecular structure, C14H28F6InO12S2. The level of theory is wB97M-V/def2-TZVPD.

CARTESIAN COORDINATES (ANGSTROEM)
In (0.0066, 0.1170, -0.0853)
C (2.2603, -3.6946, 1.6374)
F (1.0598, -4.1831, 1.9871)
F (3.0349, -3.4991, 2.7073)
F (2.8432, -4.4946, 0.7682)
S (2.0823, -2.2371, 0.6351)
O (1.5232, -0.9675, 1.3533)
O (3.4530, -2.1035, 0.2174)
O (1.0922, -2.4805, -0.4170)
C (-2.0640, -3.8913, 0.6156)
F (-0.9157, -4.2523, 0.0011)
F (-3.1120, -4.3118, -0.0412)
F (-2.1701, -4.3647, 1.8411)
S (-2.1615, -2.0492, 0.8164)
O (-1.2113, -1.7771, 1.8730)
O (-1.5752, -1.1884, -0.3828)
O (-3.5690, -1.8726, 1.0125)
C (-0.0196, -1.4906, -3.0363)
O (0.6863, -0.3904, -2.4437)
C (2.0941, -0.7058, -2.6886)
C (2.8922, 0.4625, -2.3151)
O (2.5411, 0.7987, -1.0035)
C (3.5044, 1.5743, -0.4313)
C (3.1972, 1.5822, 0.9959)
O (1.8690, 2.0430, 1.1238)
C (1.7619, 2.5931, 2.4668)
H (-1.0447, -1.3669, -2.6952)
H (0.3287, -2.4131, -2.5911)
H (0.1156, -1.5730, -4.1095)
H (2.1617, -0.9104, -3.7644)
H (2.2983, -1.6410, -2.1692)
H (2.7580, 1.3058, -3.0154)
H (3.9593, 0.2584, -2.3549)
H (3.4143, 2.5981, -0.8309)
H (4.5226, 1.2337, -0.6706)
H (3.9142, 2.2185, 1.5075)
H (3.2387, 0.5655, 1.3583)
H (0.7046, 2.8090, 2.6123)
H (2.3530, 3.5191, 2.6249)
H (2.0782, 1.8052, 3.1590)
C (-0.5615, 0.3828, 3.3235)
O (-0.8149, 1.2137, 2.1530)
C (-1.9813, 2.0520, 2.4174)
C (-3.1054, 1.6028, 1.5439)
O (-2.6012, 1.6607, 0.2063)
C (-3.5731, 1.2204, -0.6828)
C (-3.0258, 1.6920, -2.0325)
O (-1.7270, 1.1586, -2.1697)
C (-1.2362, 1.6233, -3.4746)
H (-1.4438, -0.2186, 3.4614)
H (-0.3286, 1.0331, 4.1704)
H (0.1792, -0.3265, 2.9883)
H (-1.7154, 3.0800, 2.1425)
H (-2.2055, 2.0265, 3.4960)
H (-3.9984, 2.2199, 1.6351)
H (-3.4892, 0.6072, 1.7183)
H (-4.5394, 1.6712, -0.4403)
H (-3.6762, 0.1358, -0.6759)
H (-2.9311, 2.7784, -2.0833)
H (-3.6519, 1.3638, -2.8640)
H (-1.5184, 2.6737, -3.3639)
H (-1.8087, 1.1364, -4.2706)
H (-0.1520, 1.5873, -3.4664)

Results
ΔE to the lowest compared entry with this formula, charge and spin: 151.8 kJ/mol
orbital gap: 7.53 eV
HOMO energy: -13.4 eV
multiplicity: 1
net charge: +1

=====

This record from OMol25 describes a molecular structure, C14H28N6NiO6Se. The level of theory is wB97M-V/def2-TZVPD.

CARTESIAN COORDINATES (ANGSTROEM)
O (-0.0353, -1.2682, -3.7096)
H (-0.5265, -1.3037, -4.5524)
Ni (-0.2308, 0.0811, -0.4349)
N (1.2842, -0.9377, -0.9879)
N (-0.8197, -1.6705, 0.1358)
N (0.7182, 1.7210, -0.2526)
N (-1.3060, 0.9516, 0.8985)
O (2.4681, -0.5161, -1.1726)
O (1.9745, 1.9669, -0.6247)
O (-2.2533, 0.3787, 1.6596)
O (-1.7882, -1.9793, 0.9318)
C (-0.1303, -2.6988, -0.4269)
C (1.0509, -2.2831, -1.0833)
C (0.1130, 2.6959, 0.4493)
C (-1.0296, 2.2363, 1.1761)
C (2.0310, -3.1208, -1.8060)
H (2.0631, -2.8298, -2.8628)
H (1.7551, -4.1766, -1.7522)
H (3.0272, -2.9848, -1.3712)
C (-0.6483, -4.0814, -0.2838)
H (-1.6575, -4.1597, -0.7117)
H (-0.7038, -4.3712, 0.7743)
H (0.0038, -4.7881, -0.8042)
C (0.6657, 4.0687, 0.5412)
C (-1.7799, 3.0474, 2.1761)
H (1.3706, 4.2441, -0.2764)
H (1.1869, 4.2201, 1.4981)
H (-0.1390, 4.8135, 0.4929)
H (-2.4185, 2.4067, 2.7953)
H (-2.4186, 3.8013, 1.6896)
H (-1.0852, 3.5965, 2.8280)
H (2.2768, 1.0414, -0.9826)
H (-2.1781, -0.6376, 1.3839)
C (-1.2443, -0.0011, -2.0916)
H (-0.7625, -0.9174, -2.9636)
H (-1.1977, 0.9650, -2.6030)
H (-2.2865, -0.2951, -1.8686)
O (1.1104, 0.9733, -3.0734)
H (0.7927, 0.1072, -3.4879)
H (1.3433, 1.5614, -3.8171)
C (3.4307, 1.2817, 4.1163)
N (2.2196, 0.6678, 4.6139)
C (1.6161, 0.9398, 5.8268)
C (0.4820, 0.1864, 5.8799)
N (0.4161, -0.5286, 4.6964)
C (-0.6461, -1.4298, 4.3109)
C (1.4765, -0.2182, 3.8815)
Se (1.8358, -0.7860, 2.1896)
H (4.0050, 1.6499, 4.9727)
H (3.2074, 2.1188, 3.4411)
H (4.0101, 0.5357, 3.5628)
H (2.0613, 1.6251, 6.5278)
H (-0.2622, 0.0847, 6.6472)
H (-1.1140, -1.8208, 5.2205)
H (-1.3989, -0.9211, 3.6958)
H (-0.2215, -2.2466, 3.7186)

Results
orbital gap (spin up / spin down): 6.27 / 5.37 eV
HOMO energy (spin up / spin down): -6.6 / -6.6 eV
multiplicity: 3

=====

This record from OMol25 describes 5 unconnected molecules or ions with the total composition C14H28O14. The level of theory is wB97M-V/def2-TZVPD.

CARTESIAN COORDINATES (ANGSTROEM)
O (2.1172, 0.3090, 2.3529)
C (1.0159, -0.3532, 1.8376)
C (-0.2942, 0.4202, 1.5245)
O (-1.1250, 0.9813, 2.4694)
H (0.6799, -1.1156, 2.5831)
H (1.3650, -0.9339, 0.9478)
H (-0.8883, -0.3813, 1.0162)
H (-0.0350, 1.1990, 0.7697)
C (3.7582, -2.2928, 0.6788)
O (5.1307, -2.7369, 0.5656)
C (6.1356, -2.1596, 1.1835)
O (6.0965, -1.2193, 1.9371)
O (7.2543, -2.7439, 0.7597)
C (8.4627, -2.3524, 1.3623)
H (3.6142, -1.4057, 0.0639)
H (3.5308, -2.0530, 1.7168)
H (3.1513, -3.0898, 0.2593)
H (8.9104, -1.5298, 0.8058)
H (9.2001, -3.1546, 1.4338)
H (8.3211, -2.0855, 2.4107)
C (1.1136, 7.8534, -1.9601)
O (0.2137, 6.8142, -2.3845)
C (0.1919, 5.7331, -1.5766)
O (0.8367, 5.6193, -0.5674)
O (-0.5777, 4.8209, -2.1101)
C (-0.8997, 3.6829, -1.2797)
H (0.8917, 8.7135, -2.5840)
H (2.0752, 7.3946, -2.2125)
H (1.1401, 8.0857, -0.8981)
H (-1.3326, 4.0001, -0.3350)
H (0.0207, 3.1447, -1.0503)
H (-1.5148, 2.9741, -1.8250)
C (-2.7720, -1.6822, 3.5431)
O (-3.4894, -2.7131, 2.8393)
C (-4.5611, -2.3594, 2.1300)
O (-4.9882, -1.2473, 1.9868)
O (-5.0536, -3.4722, 1.6169)
C (-6.3411, -3.4249, 1.0466)
H (-2.9388, -0.7112, 3.0731)
H (-1.7145, -1.9015, 3.6267)
H (-3.2305, -1.5755, 4.5328)
H (-6.2361, -2.8805, 0.1043)
H (-7.0327, -2.8498, 1.6680)
H (-6.7928, -4.4019, 0.8984)
C (-0.4882, -1.9439, -1.2650)
O (-1.1012, -1.9830, -2.5585)
C (-2.0948, -1.1720, -2.8647)
O (-2.6851, -0.5008, -2.0645)
O (-2.3197, -1.2323, -4.1834)
C (-3.2754, -0.3212, -4.6822)
H (-0.0476, -0.9570, -1.0940)
H (0.4146, -2.5437, -1.3583)
H (-1.1073, -2.1232, -0.3909)
H (-2.7925, 0.5079, -5.2007)
H (-3.9301, 0.2061, -3.9842)
H (-3.9824, -0.8563, -5.3149)

Results
orbital gap: 2.55 eV
HOMO energy: 1.6 eV
multiplicity: 1
net charge: -2

=====

This record from OMol25 describes a molecular structure, C14H28O14Rb. The level of theory is wB97M-V/def2-TZVPD.

CARTESIAN COORDINATES (ANGSTROEM)
Rb (1.4954, 2.8326, 2.0918)
O (2.0589, 0.7537, 1.1352)
C (0.6940, 0.5259, 1.2915)
C (-0.3556, 1.5197, 0.6563)
O (-0.2679, 2.9534, 0.8838)
H (0.4398, 0.4750, 2.3502)
H (0.5269, -0.4775, 0.8998)
H (-1.3755, 1.1847, 0.8449)
H (-0.3504, 1.3825, -0.4250)
C (-1.0846, -1.1518, 0.4124)
O (-0.8263, -2.1906, -0.5217)
C (0.3519, -2.8693, -0.4162)
O (1.1363, -2.7386, 0.4691)
O (0.4324, -3.5642, -1.4678)
C (1.4292, -4.5036, -1.5657)
H (-2.1472, -0.9105, 0.3853)
H (-0.7164, -0.1477, 0.2020)
H (-0.8424, -1.4473, 1.4333)
H (2.3540, -3.9592, -1.7566)
H (1.2403, -5.1824, -2.3973)
H (1.6752, -5.0794, -0.6735)
C (-0.6379, -0.9043, -5.5881)
O (-0.2153, 0.1169, -4.7238)
C (-1.1300, 0.6329, -3.8298)
O (-2.3007, 0.3260, -3.9088)
O (-0.3946, 1.4445, -2.9412)
C (-0.8096, 1.7520, -1.6793)
H (-0.8797, -1.7323, -4.9217)
H (0.0936, -1.2696, -6.3089)
H (-1.5875, -0.7234, -6.0918)
H (-0.4314, 0.9707, -1.0200)
H (-1.8810, 1.9523, -1.6692)
H (-0.2096, 2.5797, -1.3011)
C (1.5755, -0.0482, 3.4779)
O (2.4170, 0.6436, 4.3430)
C (3.4414, 1.3433, 3.8411)
O (3.4734, 1.8788, 2.7108)
O (4.4217, 1.4164, 4.7819)
C (5.5778, 2.2395, 4.5240)
H (0.8450, -0.6078, 4.0620)
H (2.1349, -0.7382, 2.8462)
H (1.0925, 0.6077, 2.7536)
H (5.4762, 3.3073, 4.7183)
H (5.8029, 2.2072, 3.4580)
H (6.4265, 1.7930, 5.0422)
C (-2.3727, -0.3727, -2.2251)
O (-2.7732, -0.0268, -0.9841)
C (-4.1331, 0.1194, -0.7250)
O (-5.1235, 0.0465, -1.4685)
O (-4.3994, 0.3828, 0.6304)
C (-3.3364, 1.0267, 1.3502)
H (-2.5822, -1.4379, -2.3223)
H (-1.3035, -0.2031, -2.3518)
H (-2.8833, 0.1863, -3.0093)
H (-2.3869, 0.5079, 1.4824)
H (-3.6505, 1.1963, 2.3801)
H (-3.2245, 1.9811, 0.8356)

Results
ΔE to the lowest compared entry with this formula, charge and spin: 2195.9 kJ/mol
orbital gap: 4.83 eV
HOMO energy: -2.7 eV
multiplicity: 1
net charge: -1

=====

This record from OMol25 describes a molecular structure, C14H28O5S. The level of theory is wB97M-V/def2-TZVPD.

CARTESIAN COORDINATES (ANGSTROEM)
C (5.3563, 1.5543, -0.5287)
C (3.8660, 1.7877, -0.2733)
C (2.9701, 0.6140, -0.7344)
C (2.6851, -0.3875, 0.3918)
C (3.9110, -1.2906, 0.6706)
C (1.5008, -1.3162, 0.1268)
O (1.8449, -2.3041, -0.8858)
S (0.4765, -3.0946, -1.1911)
O (0.2987, -4.0649, -0.1667)
O (0.4524, -3.5204, -2.5397)
O (-0.5134, -1.8702, -0.9720)
C (0.2849, -0.7169, -0.5352)
O (-0.4112, 0.2663, 0.0872)
C (-0.8478, -0.0286, 1.4234)
C (-2.2695, 0.4738, 1.6383)
C (-2.2796, 1.9938, 1.4220)
C (-3.2519, -0.3303, 0.7233)
C (-4.1871, 0.4677, -0.1832)
C (-5.2952, -0.4872, -0.6777)
C (-3.4582, 1.0610, -1.4148)
H (5.5483, 1.5506, -1.5995)
H (5.6949, 0.6076, -0.1131)
H (5.9515, 2.3307, -0.0500)
H (3.6787, 1.9665, 0.7851)
H (3.5743, 2.6658, -0.8470)
H (3.4325, 0.1035, -1.5785)
H (2.0307, 1.0663, -1.0470)
H (2.4778, 0.1594, 1.3125)
H (4.5421, -0.8664, 1.4476)
H (3.6140, -2.2883, 0.9872)
H (4.4951, -1.3987, -0.2397)
H (1.2842, -1.8474, 1.0564)
H (0.6408, -0.2805, -1.4683)
H (-0.8565, -1.1132, 1.5627)
H (-0.1601, 0.3934, 2.1589)
H (-2.5390, 0.2757, 2.6745)
H (-1.6667, 2.2738, 0.5690)
H (-3.2748, 2.4180, 1.3473)
H (-1.8081, 2.4629, 2.2900)
H (-2.6664, -1.0092, 0.1039)
H (-3.8609, -0.9512, 1.3810)
H (-4.7142, 1.2448, 0.3682)
H (-4.9302, -1.1497, -1.4601)
H (-6.1507, 0.0779, -1.0467)
H (-5.6643, -1.1026, 0.1441)
H (-2.4108, 0.7690, -1.3871)
H (-3.8903, 0.6862, -2.3378)
H (-3.5046, 2.1479, -1.3944)

Results
ΔE to the lowest compared entry with this formula, charge and spin: 0.0 kJ/mol
orbital gap: 11.45 eV
HOMO energy: -10.8 eV
multiplicity: 1

=====

This record from OMol25 describes 2 unconnected molecules or ions with the total composition C14H28O7S. The level of theory is wB97M-V/def2-TZVPD.

CARTESIAN COORDINATES (ANGSTROEM)
C (1.5036, -0.4033, 0.1031)
O (2.4688, 0.2241, -0.7268)
C (2.2592, 1.6064, -0.9289)
C (1.0746, 1.9340, -1.8347)
C (1.1737, 1.2525, -3.2102)
C (-0.1157, 0.7196, -3.8466)
C (-0.8830, -0.3285, -3.0609)
C (-1.8103, 0.1852, -1.9445)
C (-3.1642, -0.4737, -2.2265)
C (-4.3414, 0.4853, -2.3812)
O (-3.9321, 1.6115, -3.1228)
C (-4.9860, 2.5293, -3.3300)
C (-2.9614, -1.2604, -3.5020)
O (-3.7607, -1.9864, -4.0239)
O (-1.7437, -1.0346, -4.0144)
H (0.7916, -0.9794, -0.5019)
H (0.9409, 0.3333, 0.6904)
H (2.0162, -1.0757, 0.7923)
H (3.1791, 1.9838, -1.3895)
H (2.1401, 2.1063, 0.0436)
H (1.0837, 3.0233, -1.9620)
H (0.1399, 1.6987, -1.3235)
H (1.9017, 0.4366, -3.1556)
H (1.5822, 1.9766, -3.9241)
H (0.1667, 0.2470, -4.7942)
H (-0.8110, 1.5317, -4.0961)
H (-0.2074, -1.1009, -2.6748)
H (-1.8971, 1.2698, -1.9766)
H (-1.4353, -0.0862, -0.9558)
H (-3.4248, -1.1978, -1.4467)
H (-4.7246, 0.7813, -1.3920)
H (-5.1515, -0.0363, -2.9098)
H (-5.8300, 2.0517, -3.8421)
H (-4.6009, 3.3322, -3.9600)
H (-5.3300, 2.9490, -2.3764)
C (1.5046, -0.6171, 6.9985)
C (2.5904, -0.2957, 5.9945)
O (3.2329, -1.4856, 5.4734)
S (2.4613, -2.2979, 4.3496)
C (3.8242, -3.2429, 3.7686)
O (2.0311, -1.3806, 3.3357)
O (1.4993, -3.1660, 4.9534)
H (0.6579, -1.1136, 6.5274)
H (1.1535, 0.3078, 7.4568)
H (1.8892, -1.2712, 7.7805)
H (2.2112, 0.2903, 5.1568)
H (3.4041, 0.2590, 6.4564)
H (4.5628, -2.5689, 3.3446)
H (3.4336, -3.9150, 3.0079)
H (4.2333, -3.8085, 4.6011)

Results
ΔE to the lowest compared entry with this formula, charge and spin: 0.0 kJ/mol
orbital gap: 10.30 eV
HOMO energy: -9.7 eV
multiplicity: 1
SMILES: COCCCC[C@H]1C[C@@H](COC)C(=O)O1.CCOS(C)(=O)=O